C7H13NO | the ωB97M-V functional and the def2-TZVPD basis

Summary:
- LUMO level (eV) = 0.71
- energy above the lowest of the compared OMol25 structures with the same formula, charge and spin (kcal per mole) = 39.37
- SMILES = [H]/N=C(/C)[C@H](C)[C@H](C)C=O
- frontier orbital gap (eV) = 10.19
- electronic energy (Ha) = -404.464717
- HOMO (eV) = -9.49

```
! wB97M-V def2-TZVPD RIJCOSX def2/J DEFGRID3
* xyz 0 1
H -0.8551 1.3726 -1.4557
N 0.1480 1.4553 -1.6619
C 0.8471 0.6676 -0.9300
C 2.3512 0.7375 -1.0127
C 0.2273 -0.6440 -0.1395
C -0.6134 -1.4599 -1.1051
C -0.4046 -0.2334 1.1886
C -1.8956 -0.4652 1.4294
C -0.0328 1.2686 1.3170
O -0.8643 2.1711 1.3540
H 2.6696 1.7836 -1.0031
H 2.6887 0.2764 -1.9441
H 2.8165 0.2251 -0.1672
H 1.1341 -1.2167 0.0843
H -1.1692 -2.2501 -0.5910
H 0.0282 -1.9703 -1.8310
H -1.3242 -0.8199 -1.6416
H 0.1425 -0.7445 1.9907
H -2.3845 -1.1399 0.7254
H -2.4918 0.4498 1.4013
H -2.0453 -0.9045 2.4227
H 1.0277 1.4407 1.5694
*
```